Entry 1:
Here is C42H45N4O3PRuS as an isolated structure from the OMol25 dataset. Energies are from the ωB97M-V functional and the def2-TZVPD basis.

CARTESIAN COORDINATES (ANGSTROEM)
Ru1 -0.210 0.235 0.908
C1 -4.464 -2.432 -0.053
C2 -3.946 -1.590 0.918
C3 -3.258 -0.440 0.548
C4 -3.061 -0.130 -0.796
C5 -3.588 -0.983 -1.766
C6 -4.291 -2.118 -1.397
P1 -1.890 1.188 -1.276
C7 -2.782 2.068 -2.606
C8 -2.049 2.652 -3.635
C9 -2.686 3.350 -4.652
C10 -4.068 3.461 -4.652
C11 -4.811 2.875 -3.635
C12 -4.173 2.184 -2.617
C13 -1.937 2.339 0.150
C14 -2.772 3.451 0.259
C15 -2.651 4.306 1.339
C16 -1.701 4.052 2.322
C17 -0.881 2.938 2.239
C18 -0.994 2.067 1.154
H1 -5.014 -3.319 0.231
H2 -4.086 -1.811 1.968
H3 -2.912 0.231 1.330
H4 -3.460 -0.750 -2.818
H5 -4.712 -2.761 -2.161
H6 -0.968 2.562 -3.644
H7 -2.104 3.803 -5.444
H8 -4.568 4.001 -5.445
H9 -5.890 2.957 -3.635
H10 -4.759 1.723 -1.831
H11 -3.489 3.666 -0.524
H12 -3.287 5.178 1.412
H13 -1.608 4.723 3.167
H14 -0.168 2.747 3.028
O1 1.999 1.728 8.882
C19 2.226 2.175 7.631
O2 2.963 3.102 7.448
C20 1.534 1.464 6.507
C21 0.465 0.586 6.669
C22 -0.130 -0.012 5.573
C23 0.338 0.244 4.283
S1 -0.491 -0.621 2.982
C24 1.407 1.124 4.121
C25 1.988 1.730 5.220
H15 1.455 0.933 8.873
H16 0.045 0.377 7.647
H17 -0.977 -0.672 5.713
H18 1.777 1.358 3.131
H19 2.804 2.430 5.100
C26 0.806 -5.893 -1.776
N1 0.778 -4.748 -0.881
N2 0.341 -3.508 -1.297
C27 0.132 -2.711 -0.196
O3 -0.217 -1.510 -0.339
C28 0.403 -3.519 0.935
C29 0.780 -4.754 0.467
C30 1.109 -5.990 1.226
C31 0.407 -3.060 -2.645
C32 1.576 -3.210 -3.381
C33 1.624 -2.724 -4.679
C34 0.524 -2.073 -5.221
C35 -0.634 -1.919 -4.470
C36 -0.702 -2.423 -3.181
H20 0.294 -5.631 -2.698
H21 0.281 -6.728 -1.316
H22 1.829 -6.186 -2.009
H23 0.316 -3.212 1.963
H24 1.149 -5.766 2.289
H25 2.072 -6.401 0.922
H26 0.350 -6.759 1.071
H27 2.439 -3.694 -2.940
H28 2.526 -2.847 -5.264
H29 0.568 -1.690 -6.232
H30 -1.492 -1.410 -4.890
H31 -1.594 -2.314 -2.579
C37 4.559 3.370 -0.281
C38 4.237 2.063 -0.987
N3 2.977 1.479 -0.513
C39 1.781 1.917 -1.239
C40 1.528 1.037 -2.452
C41 2.933 0.616 0.499
C42 4.238 0.120 1.068
N4 1.825 0.183 1.056
H32 5.488 3.790 -0.666
H33 4.674 3.218 0.793
H34 3.767 4.104 -0.433
H35 5.046 1.345 -0.874
H36 4.123 2.222 -2.060
H37 1.946 2.956 -1.532
H38 0.930 1.935 -0.562
H39 2.407 1.006 -3.098
H40 0.696 1.430 -3.035
H41 1.271 0.023 -2.148
H42 4.806 -0.416 0.307
H43 4.053 -0.551 1.902
H44 4.851 0.947 1.425
H45 2.039 -0.486 1.782

Computed properties:
Kohn-Sham gap (alpha / beta), eV: 7.10 / 6.82
Net charge: +1
LUMO level (alpha / beta), eV: -2.906 / -3.100
Calculated total energy, eV: -79088.1832
ΔE to the lowest compared entry with this formula, charge and spin, eV: 0.313
Spin multiplicity: 2

Atomic partial charges in e from the Löwdin method, atoms 1 to 8: number 1, Ru, carries 0.96; number 2, C, carries -0.07; number 3, C, carries -0.07; number 4, C, carries -0.12; number 5, C, carries -0.39; number 6, C, carries -0.13; number 7, C, carries -0.07; number 8, P, carries 1.08

---

Entry 2:
Here is C42H45N5O3PPtS5 as an isolated structure from the OMol25 dataset. Energies are from the ωB97M-V functional and the def2-TZVPD basis.

CARTESIAN COORDINATES (ANGSTROEM)
Pt1 0.396 0.045 -0.636
N1 1.861 -5.534 4.585
C1 2.030 -4.373 3.878
C2 2.361 -3.180 4.534
C3 2.511 -2.005 3.830
C4 2.313 -1.990 2.451
C5 2.003 -3.173 1.784
C6 1.856 -4.350 2.489
S1 2.565 -0.537 1.495
O1 2.624 -1.003 0.104
O2 3.711 0.162 2.004
N2 1.227 0.368 1.441
C7 0.561 0.746 2.585
N3 1.220 0.716 3.747
C8 0.550 1.113 4.820
C9 -0.765 1.543 4.768
C10 -1.354 1.513 3.518
N4 -0.713 1.114 2.426
H1 2.181 -5.574 5.536
H2 1.842 -6.407 4.090
H3 2.511 -3.189 5.606
H4 2.792 -1.094 4.336
H5 1.883 -3.164 0.709
H6 1.615 -5.267 1.965
H7 1.093 1.084 5.758
H8 -1.298 1.872 5.647
H9 -2.388 1.813 3.380
S2 -0.793 -1.609 0.632
C11 -1.456 -2.720 -0.523
C12 -2.038 -3.905 -0.063
C13 -2.594 -4.769 -0.992
C14 -2.537 -4.429 -2.332
C15 -1.928 -3.225 -2.694
N5 -1.406 -2.385 -1.820
H10 -2.048 -4.125 0.995
H11 -3.058 -5.693 -0.674
H12 -2.953 -5.075 -3.091
H13 -1.865 -2.929 -3.735
O3 1.860 0.724 -2.088
C16 3.072 0.322 -2.579
C17 3.470 1.260 -3.727
C18 2.608 2.009 -4.466
C19 3.267 2.789 -5.454
C20 4.618 2.635 -5.431
S3 5.103 1.529 -4.222
C21 4.112 0.596 -1.514
C22 4.164 1.809 -0.774
C23 5.244 1.866 0.070
C24 6.023 0.708 -0.010
S4 5.421 -0.438 -1.123
C25 3.140 -1.122 -3.050
C26 4.048 -1.708 -3.884
C27 3.805 -3.093 -4.084
C28 2.710 -3.525 -3.402
S5 1.981 -2.263 -2.510
H14 1.541 1.990 -4.305
H15 2.754 3.438 -6.147
H16 5.356 3.105 -6.059
H17 3.405 2.567 -0.884
H18 5.468 2.686 0.733
H19 6.919 0.495 0.552
H20 4.852 -1.173 -4.370
H21 4.411 -3.726 -4.714
H22 2.288 -4.516 -3.381
C29 -3.738 2.496 -2.145
C30 -2.878 1.631 -1.221
C31 -3.252 0.169 -1.479
C32 -3.164 1.954 0.247
P1 -1.037 1.779 -1.554
C33 -0.942 1.566 -3.363
C34 -1.212 2.590 -4.271
C35 -1.154 2.359 -5.637
C36 -0.840 1.096 -6.118
C37 -0.587 0.064 -5.226
C38 -0.640 0.299 -3.861
C39 -0.365 3.484 -1.111
C40 0.875 3.737 -1.974
C41 0.072 3.443 0.359
C42 -1.337 4.657 -1.282
H23 -4.783 2.339 -1.869
H24 -3.628 2.202 -3.189
H25 -3.536 3.559 -2.060
H26 -4.327 0.056 -1.320
H27 -2.734 -0.497 -0.795
H28 -3.027 -0.138 -2.502
H29 -4.184 1.639 0.481
H30 -3.095 3.021 0.456
H31 -2.475 1.426 0.906
H32 -1.461 3.582 -3.924
H33 -1.359 3.168 -6.325
H34 -0.794 0.918 -7.184
H35 -0.329 -0.922 -5.590
H36 -0.432 -0.516 -3.177
H37 1.541 2.875 -1.979
H38 1.404 4.601 -1.563
H39 0.621 3.966 -3.008
H40 0.835 2.683 0.532
H41 -0.759 3.244 1.034
H42 0.494 4.418 0.615
H43 -1.682 4.791 -2.305
H44 -0.799 5.566 -1.003
H45 -2.202 4.582 -0.628

Computed properties:
Kohn-Sham gap (alpha / beta), eV: 7.48 / 4.80
Net charge: +1
LUMO level (alpha / beta), eV: -2.219 / -5.331
Calculated total energy, eV: -124580.6036
ΔE to the lowest compared entry with this formula, charge and spin, eV: 0.873
Spin multiplicity: 5

Atomic partial charges in e from the Löwdin method, atoms 1 to 8: number 1, Pt, carries 0.90; number 2, N, carries 0.12; number 3, C, carries -0.31; number 4, C, carries -0.02; number 5, C, carries -0.06; number 6, C, carries -0.30; number 7, C, carries -0.09; number 8, C, carries -0.02

---

Entry 3:
Here is C42H45NOP2RuS as an isolated structure in a non-equilibrium geometry from the OMol25 dataset. Energies are from the ωB97M-V functional and the def2-TZVPD basis.

CARTESIAN COORDINATES (ANGSTROEM)
Ru1 -1.333 0.581 0.657
O1 -4.036 0.225 1.184
C1 -3.333 -0.167 0.292
C2 -3.612 -1.066 -0.796
C3 -4.873 -1.674 -0.931
C4 -5.093 -2.574 -1.950
C5 -4.076 -2.889 -2.846
C6 -2.836 -2.276 -2.734
C7 -2.608 -1.350 -1.728
P1 -1.108 -0.345 -1.518
C8 -1.435 1.123 -2.548
C9 -0.723 2.292 -2.271
C10 -0.925 3.429 -3.038
C11 -1.847 3.409 -4.074
C12 -2.572 2.254 -4.341
C13 -2.371 1.113 -3.582
C14 0.067 -1.358 -2.471
C15 0.453 -2.568 -1.896
C16 1.140 -3.505 -2.650
C17 1.439 -3.235 -3.979
C18 1.078 -2.022 -4.545
C19 0.394 -1.075 -3.793
H1 -5.647 -1.432 -0.214
H2 -6.062 -3.047 -2.056
H3 -4.256 -3.604 -3.637
H4 -2.052 -2.511 -3.443
H5 -0.004 2.302 -1.459
H6 -0.365 4.330 -2.827
H7 -2.007 4.296 -4.673
H8 -3.295 2.240 -5.145
H9 -2.939 0.216 -3.790
H10 0.183 -2.779 -0.866
H11 1.433 -4.449 -2.209
H12 1.956 -3.974 -4.576
H13 1.315 -1.814 -5.581
H14 0.100 -0.132 -4.235
C20 5.595 0.407 -2.415
C21 4.775 -0.388 -1.386
C22 5.712 -1.267 -0.542
C23 3.820 -1.300 -2.146
C24 4.038 0.576 -0.462
C25 4.810 1.514 0.245
C26 4.252 2.419 1.116
C27 2.876 2.393 1.283
S1 1.907 3.445 2.259
C28 0.490 2.612 1.708
N1 0.710 1.614 0.880
C29 2.065 1.476 0.599
C30 2.663 0.561 -0.276
C31 -0.840 3.059 2.057
C32 -1.036 4.110 2.960
C33 -2.310 4.586 3.193
C34 -3.385 4.038 2.504
C35 -3.198 2.976 1.626
C36 -1.932 2.448 1.412
H15 6.052 -0.280 -3.129
H16 6.395 0.979 -1.947
H17 4.956 1.099 -2.966
H18 6.269 -1.946 -1.190
H19 5.139 -1.865 0.169
H20 6.431 -0.669 0.018
H21 4.392 -1.970 -2.789
H22 3.145 -0.723 -2.779
H23 3.232 -1.917 -1.466
H24 5.882 1.538 0.102
H25 4.864 3.132 1.651
H26 2.028 -0.144 -0.799
H27 -0.180 4.543 3.466
H28 -2.466 5.398 3.890
H29 -4.382 4.428 2.659
H30 -4.059 2.571 1.117
C37 0.594 -2.637 2.082
C38 -0.773 -2.382 2.723
P2 -1.131 -0.583 2.799
C39 -2.621 -0.384 3.867
C40 -2.993 -1.543 4.793
C41 0.239 0.095 3.823
C42 0.316 -0.449 5.247
H31 0.695 -3.681 1.783
H32 1.402 -2.415 2.779
H33 0.736 -2.012 1.196
H34 -0.820 -2.805 3.726
H35 -1.570 -2.836 2.129
H36 -3.456 -0.180 3.202
H37 -2.449 0.533 4.438
H38 -3.195 -2.453 4.229
H39 -3.906 -1.281 5.328
H40 -2.225 -1.756 5.536
H41 0.092 1.177 3.842
H42 1.170 -0.096 3.283
H43 -0.566 -0.172 5.824
H44 1.183 -0.025 5.755
H45 0.417 -1.534 5.264

Computed properties:
Kohn-Sham gap (alpha / beta), eV: 6.42 / 6.59
Net charge: +1
LUMO level (alpha / beta), eV: -3.787 / -3.638
Calculated total energy, eV: -79812.7261
ΔE to the lowest compared entry with this formula, charge and spin, eV: 0.292
Spin multiplicity: 2

Atomic partial charges in e from the Löwdin method, atoms 1 to 8: number 1, Ru, carries 0.80; number 2, O, carries 0.00; number 3, C, carries -0.38; number 4, C, carries -0.22; number 5, C, carries 0.01; number 6, C, carries -0.05; number 7, C, carries -0.04; number 8, C, carries -0.06

---

Which formula does entry 1 have? C42H45N4O3PRuS